1.
{
  "formula": "C42H54As2GeN5O11Pd",
  "method": "ωB97M-V/def2-TZVPD",
  "gap_ev": [4.2, 2.1],
  "lumo_ev": [-4.137, -7.102],
  "total_charge": 1,
  "multiplicity": 5,
  "e_above_lowest_kcal_mol": 0.0,
  "species": ["Pd", "C", "C", "C", "C", "C", "C", "C", "C", "N", "C", "O", "C", "C", "C", "C", "C", "N", "C", "O", "N", "C", "C", "C", "C", "C", "C", "C", "C", "H", "H", "H", "H", "H", "H", "H", "H", "H", "H", "H", "H", "H", "H", "H", "H", "H", "H", "H", "H", "H", "C", "Ge", "C", "C", "C", "H", "H", "H", "H", "H", "H", "H", "H", "H", "H", "H", "N", "C", "N", "O", "H", "H", "H", "H", "C", "O", "C", "O", "C", "C", "As", "C", "C", "C", "As", "C", "C", "O", "O", "C", "C", "O", "O", "C", "C", "O", "O", "C", "H", "H", "H", "H", "H", "H", "H", "H", "H", "H", "H", "H", "H", "H", "H", "H", "H", "H"],
  "xyz": [[1.700, -1.396, 1.441], [-0.608, 4.779, 3.570], [0.432, 4.751, 2.487], [0.919, 5.950, 1.993], [1.966, 6.032, 1.050], [2.488, 4.827, 0.548], [2.003, 3.606, 0.975], [2.562, 2.306, 0.494], [0.969, 3.524, 1.973], [0.376, 2.313, 2.111], [-0.180, 1.606, 3.073], [-1.355, 1.599, 3.489], [0.804, 0.670, 3.833], [0.970, 0.943, 5.211], [1.858, 0.215, 5.982], [2.501, -0.874, 5.373], [2.253, -1.162, 4.037], [1.469, -0.338, 3.235], [2.739, -2.510, 3.573], [3.613, -3.116, 4.222], [2.037, -2.997, 2.515], [1.908, -4.304, 2.090], [3.068, -5.131, 1.772], [4.463, -4.537, 1.630], [2.890, -6.497, 1.734], [1.607, -7.060, 1.730], [0.493, -6.250, 1.824], [0.596, -4.862, 1.984], [-0.734, -4.115, 2.119], [-1.183, 5.686, 3.468], [-0.180, 4.772, 4.575], [-1.253, 3.911, 3.548], [0.439, 6.868, 2.360], [2.341, 6.978, 0.715], [3.324, 4.830, -0.172], [1.827, 1.711, -0.064], [2.792, 1.672, 1.370], [3.437, 2.451, -0.117], [0.364, 1.782, 5.651], [2.064, 0.437, 7.015], [3.124, -1.593, 5.913], [4.538, -3.955, 0.722], [5.237, -5.304, 1.605], [4.666, -3.869, 2.479], [3.767, -7.163, 1.685], [1.477, -8.138, 1.661], [-0.517, -6.689, 1.778], [-1.386, -4.387, 1.288], [-1.225, -4.452, 3.030], [-0.584, -3.037, 2.155], [5.023, -0.472, -0.217], [3.740, -1.237, -1.495], [4.481, -2.838, -2.337], [3.299, 0.132, -2.823], [2.294, -2.070, -0.375], [5.305, -1.236, 0.484], [4.537, 0.314, 0.346], [5.898, -0.065, -0.764], [5.171, -2.504, -3.102], [3.687, -3.406, -2.802], [4.998, -3.481, -1.635], [3.320, 1.099, -2.357], [2.275, -0.039, -3.229], [4.067, 0.122, -3.600], [2.495, -3.101, -0.183], [1.347, -1.992, -0.901], [-0.728, -1.825, -3.690], [-0.555, -1.437, -2.384], [-1.064, -2.278, -1.384], [0.087, -0.393, -2.124], [-1.362, -2.610, -3.889], [-0.719, -1.084, -4.414], [-1.871, -2.874, -1.640], [-1.176, -1.831, -0.448], [1.310, 3.114, -4.858], [0.123, 2.394, -4.409], [-0.190, 2.581, -3.088], [0.593, 3.141, -2.307], [-1.492, 2.015, -2.695], [-2.441, 1.490, -3.529], [-4.230, 1.223, -2.605], [-4.685, -0.400, -3.745], [-4.075, 0.208, -0.970], [-3.198, 0.734, -0.062], [-1.727, 1.916, -0.750], [-2.556, 3.729, -0.539], [-2.894, 0.009, 1.244], [-1.935, -0.751, 1.397], [-3.854, 0.051, 2.214], [-4.502, 1.313, 2.629], [-4.873, -0.996, -0.706], [-4.429, -2.123, -0.580], [-6.184, -0.697, -0.553], [-6.928, -1.829, -0.068], [-2.407, 1.238, -4.996], [-1.833, 0.314, -5.576], [-3.223, 2.107, -5.734], [-3.191, 3.540, -5.440], [1.300, 3.053, -5.934], [2.189, 2.602, -4.440], [1.244, 4.148, -4.547], [-4.598, -0.077, -4.787], [-5.685, -0.677, -3.444], [-3.986, -1.223, -3.564], [-3.568, 3.704, -0.958], [-2.664, 3.963, 0.534], [-1.927, 4.499, -1.036], [-5.577, 1.166, 2.516], [-4.130, 2.168, 2.026], [-4.210, 1.517, 3.667], [-7.906, -1.465, 0.265], [-6.381, -2.285, 0.763], [-7.032, -2.537, -0.866], [-3.548, 4.037, -6.368], [-2.178, 3.884, -5.209], [-3.943, 3.822, -4.663]]
}


2.
{
  "formula": "C42H55LaN4PS",
  "method": "ωB97M-V/def2-TZVPD",
  "gap_ev": 6.0,
  "lumo_ev": -2.334,
  "total_charge": 1,
  "species": ["La", "C", "N", "C", "C", "C", "C", "C", "C", "C", "N", "C", "C", "C", "C", "C", "C", "N", "C", "C", "H", "H", "H", "H", "H", "H", "H", "H", "H", "H", "H", "H", "H", "H", "H", "H", "H", "H", "H", "H", "C", "C", "C", "C", "P", "C", "C", "C", "C", "C", "C", "C", "C", "C", "C", "H", "H", "H", "H", "H", "H", "H", "H", "H", "H", "H", "H", "H", "H", "H", "H", "H", "H", "H", "H", "H", "H", "H", "N", "S", "C", "C", "C", "C", "C", "C", "C", "C", "C", "C", "C", "C", "H", "H", "H", "H", "H", "H", "H", "H", "H", "H", "H", "H"],
  "xyz": [[-0.644, 0.170, -0.179], [0.915, -0.437, 1.457], [-0.083, 0.258, 2.246], [-0.797, -0.476, 3.266], [0.299, 1.608, 2.522], [0.818, 1.869, 3.820], [1.203, 3.139, 4.232], [1.055, 4.195, 3.358], [0.556, 3.973, 2.067], [0.196, 2.699, 1.560], [-0.199, 2.520, 0.242], [-0.766, 3.485, -0.507], [-0.180, 4.679, -0.948], [-0.892, 5.582, -1.743], [-2.187, 5.279, -2.158], [-2.748, 4.051, -1.810], [-2.028, 3.154, -1.015], [-2.438, 1.848, -0.711], [-3.726, 1.753, -0.062], [-2.159, 0.913, -1.784], [1.800, -0.664, 2.063], [0.509, -1.389, 1.096], [1.233, 0.128, 0.576], [-0.128, -0.865, 4.041], [-1.570, 0.143, 3.736], [-1.310, -1.333, 2.815], [0.948, 1.052, 4.520], [1.606, 3.295, 5.225], [1.328, 5.202, 3.654], [0.456, 4.854, 1.445], [0.848, 4.899, -0.676], [-0.424, 6.513, -2.042], [-2.741, 5.976, -2.774], [-3.729, 3.780, -2.178], [-4.550, 1.969, -0.752], [-3.875, 0.740, 0.328], [-3.794, 2.437, 0.794], [-2.816, 1.086, -2.645], [-1.119, 0.972, -2.124], [-2.324, -0.114, -1.438], [3.818, 1.958, 1.306], [3.923, 0.537, 0.702], [5.174, 0.525, -0.209], [4.134, -0.424, 1.889], [2.292, 0.170, -0.179], [2.315, 1.515, -1.381], [1.570, 2.675, -1.124], [1.557, 3.725, -2.047], [2.280, 3.617, -3.238], [3.013, 2.458, -3.508], [3.029, 1.408, -2.585], [2.221, -1.633, -0.691], [3.552, -2.215, -1.202], [1.700, -2.483, 0.485], [1.212, -1.755, -1.853], [4.727, 2.208, 1.895], [2.939, 2.033, 1.983], [3.723, 2.734, 0.521], [6.077, 0.782, 0.385], [5.099, 1.285, -1.009], [5.381, -0.447, -0.675], [5.032, -0.129, 2.475], [4.315, -1.461, 1.566], [3.257, -0.405, 2.570], [1.004, 2.768, -0.205], [0.987, 4.621, -1.840], [2.269, 4.429, -3.954], [3.567, 2.372, -4.433], [3.596, 0.518, -2.812], [4.312, -2.287, -0.410], [3.944, -1.629, -2.057], [3.403, -3.258, -1.557], [2.381, -2.465, 1.353], [1.582, -3.545, 0.177], [0.710, -2.111, 0.823], [1.540, -1.148, -2.723], [0.200, -1.424, -1.562], [1.120, -2.812, -2.187], [-2.675, -1.306, -0.179], [-3.040, -2.299, -1.256], [-4.462, -3.095, -0.444], [-5.441, -2.336, 0.211], [-6.579, -2.940, 0.754], [-6.769, -4.314, 0.618], [-5.829, -5.077, -0.072], [-4.693, -4.467, -0.611], [-1.770, -3.508, -0.779], [-1.563, -3.961, 0.529], [-0.578, -4.912, 0.807], [0.214, -5.418, -0.224], [0.023, -4.969, -1.530], [-0.964, -4.019, -1.803], [-3.119, -1.486, 0.733], [-5.310, -1.259, 0.292], [-7.312, -2.330, 1.270], [-7.654, -4.784, 1.035], [-5.977, -6.144, -0.203], [-3.983, -5.067, -1.173], [-2.171, -3.557, 1.333], [-0.430, -5.245, 1.829], [0.985, -6.151, -0.007], [0.642, -5.347, -2.337], [-1.109, -3.660, -2.818], [0.060, -1.996, -0.179]]
}


3.
{
  "formula": "C42H56BBrN2O5PRuS3Sb",
  "method": "ωB97M-V/def2-TZVPD",
  "gap_ev": [8.0, 6.0],
  "lumo_ev": [-2.309, -4.709],
  "total_charge": 1,
  "multiplicity": 6,
  "e_above_lowest_kcal_mol": 27.6,
  "species": ["Ru", "C", "O", "C", "C", "C", "Br", "C", "C", "C", "O", "C", "N", "C", "C", "C", "C", "C", "C", "N", "H", "H", "H", "H", "H", "H", "H", "H", "H", "H", "H", "S", "Sb", "S", "S", "O", "P", "C", "C", "C", "C", "C", "C", "C", "C", "C", "C", "C", "C", "C", "C", "C", "C", "C", "C", "H", "H", "H", "H", "H", "H", "H", "H", "H", "H", "H", "H", "H", "H", "H", "H", "H", "H", "H", "H", "H", "H", "H", "H", "H", "H", "H", "H", "H", "H", "H", "H", "H", "C", "C", "C", "C", "C", "C", "C", "C", "O", "B", "O", "C", "C", "H", "H", "H", "H", "H", "H", "H", "H", "H", "H", "H", "H"],
  "xyz": [[0.055, -0.152, -0.422], [-0.857, -0.453, 2.848], [0.290, -0.498, 1.987], [1.494, -0.098, 2.498], [1.683, 0.410, 3.766], [2.971, 0.782, 4.147], [3.228, 1.480, 5.878], [4.043, 0.646, 3.295], [3.842, 0.135, 2.009], [2.569, -0.232, 1.628], [2.247, -0.734, 0.384], [5.002, -0.050, 1.108], [6.193, -0.366, 1.503], [6.956, -0.410, 0.331], [8.314, -0.686, 0.172], [8.832, -0.642, -1.106], [8.022, -0.335, -2.215], [6.675, -0.069, -2.075], [6.171, -0.118, -0.777], [4.894, 0.086, -0.265], [-1.030, 0.566, 3.196], [-0.716, -1.124, 3.695], [-1.690, -0.788, 2.241], [0.860, 0.519, 4.458], [5.047, 0.913, 3.597], [3.038, -0.970, -0.124], [8.932, -0.918, 1.030], [9.883, -0.846, -1.264], [8.466, -0.313, -3.202], [6.052, 0.153, -2.933], [4.140, 0.543, -0.751], [-1.753, -1.834, -4.843], [-1.360, 0.094, -3.629], [0.753, -0.391, -2.652], [-2.502, -0.238, -1.376], [-0.247, 1.804, 0.214], [-0.024, 3.302, 0.478], [-1.266, 4.156, -0.513], [-1.342, 3.531, -1.947], [-0.992, 4.535, -3.038], [-1.941, 5.738, -3.023], [-2.336, 6.136, -1.590], [-1.277, 5.695, -0.579], [1.672, 3.773, 0.121], [2.164, 3.239, -1.239], [3.586, 3.741, -1.495], [3.639, 5.277, -1.621], [2.402, 5.946, -1.017], [1.999, 5.289, 0.300], [-0.242, 3.468, 2.274], [-1.696, 3.211, 2.723], [-2.541, 4.485, 2.778], [-1.870, 5.574, 3.611], [-0.474, 5.898, 3.086], [0.391, 4.643, 3.041], [-2.174, 3.851, 0.021], [-2.366, 3.182, -2.105], [-0.713, 2.646, -2.024], [-1.025, 4.041, -4.011], [0.042, 4.868, -2.915], [-2.837, 5.506, -3.601], [-1.465, 6.581, -3.527], [-3.289, 5.672, -1.315], [-2.492, 7.212, -1.523], [-1.496, 6.117, 0.400], [-0.304, 6.086, -0.880], [2.212, 3.206, 0.894], [1.507, 3.566, -2.050], [2.111, 2.148, -1.245], [3.992, 3.283, -2.400], [4.226, 3.410, -0.671], [3.737, 5.566, -2.668], [4.532, 5.652, -1.117], [1.568, 5.901, -1.724], [2.596, 7.006, -0.852], [1.167, 5.832, 0.750], [2.824, 5.389, 1.010], [0.346, 2.575, 2.528], [-1.658, 2.781, 3.730], [-2.166, 2.451, 2.093], [-3.523, 4.245, 3.187], [-2.720, 4.865, 1.767], [-1.785, 5.228, 4.648], [-2.490, 6.471, 3.637], [0.008, 6.651, 3.712], [-0.549, 6.340, 2.087], [0.532, 4.294, 4.069], [1.392, 4.860, 2.670], [1.474, -7.339, -2.391], [0.273, -7.491, -1.447], [-0.887, -8.139, -2.215], [0.669, -8.416, -0.295], [-0.133, -6.101, -0.945], [0.262, -5.633, 0.312], [-0.057, -4.352, 0.776], [-0.780, -3.569, -0.078], [-1.243, -2.258, 0.116], [-1.894, -1.934, -1.095], [-1.890, -3.005, -1.965], [-1.175, -4.002, -1.317], [-0.875, -5.255, -1.784], [1.750, -8.310, -2.810], [2.341, -6.936, -1.863], [1.242, -6.666, -3.221], [-0.649, -9.181, -2.434], [-1.074, -7.647, -3.171], [-1.813, -8.120, -1.636], [0.856, -9.417, -0.686], [-0.122, -8.492, 0.456], [1.585, -8.091, 0.203], [0.828, -6.280, 0.965], [0.252, -4.008, 1.754], [-1.205, -5.566, -2.766]]
}


4.
{
  "formula": "C42H56BCl3N8RuSeSi",
  "method": "ωB97M-V/def2-TZVPD",
  "gap_ev": [6.8, 5.3],
  "lumo_ev": [2.377, 0.860],
  "total_charge": -1,
  "multiplicity": 2,
  "e_above_lowest_kcal_mol": 10.0,
  "species": ["Ru", "C", "C", "C", "C", "C", "N", "N", "B", "N", "N", "C", "C", "C", "C", "C", "N", "N", "C", "C", "C", "C", "C", "H", "H", "H", "H", "H", "H", "H", "H", "H", "H", "H", "H", "H", "H", "H", "H", "H", "H", "H", "H", "H", "H", "C", "C", "C", "C", "C", "C", "C", "C", "C", "C", "C", "C", "N", "C", "C", "C", "C", "C", "N", "C", "C", "C", "C", "H", "H", "H", "H", "H", "H", "H", "H", "H", "H", "H", "H", "H", "H", "H", "H", "H", "H", "H", "H", "H", "H", "H", "H", "H", "H", "H", "H", "H", "Cl", "Si", "Cl", "Cl", "Se", "C", "C", "C", "C", "C", "C", "H", "H", "H", "H", "H"],
  "xyz": [[0.354, -0.207, 0.212], [2.953, -1.652, 2.958], [2.325, -0.304, 3.064], [2.709, 0.642, 4.026], [1.917, 1.741, 3.798], [1.915, 3.053, 4.512], [1.099, 1.441, 2.772], [1.338, 0.179, 2.310], [0.222, 2.439, 2.015], [-1.190, 1.910, 1.825], [-1.432, 1.093, 0.779], [-2.749, 0.943, 0.716], [-3.442, 0.226, -0.386], [-3.363, 1.648, 1.763], [-2.330, 2.261, 2.443], [-2.355, 3.123, 3.660], [0.915, 2.714, 0.654], [1.685, 1.716, 0.113], [2.624, 2.324, -0.610], [3.824, 1.625, -1.149], [2.437, 3.714, -0.582], [1.345, 3.919, 0.230], [0.671, 5.197, 0.598], [3.195, -2.009, 3.959], [3.880, -1.598, 2.387], [2.312, -2.379, 2.477], [3.469, 0.521, 4.781], [2.639, 3.014, 5.326], [0.935, 3.284, 4.932], [2.190, 3.872, 3.846], [0.167, 3.455, 2.648], [-2.769, -0.443, -0.910], [-3.826, 0.952, -1.110], [-4.295, -0.323, 0.004], [-4.416, 1.702, 1.983], [-3.377, 3.209, 4.027], [-1.975, 4.124, 3.451], [-1.739, 2.695, 4.453], [4.089, 1.984, -2.145], [3.687, 0.551, -1.168], [4.669, 1.831, -0.487], [3.031, 4.463, -1.080], [1.280, 6.042, 0.277], [0.506, 5.271, 1.672], [-0.302, 5.270, 0.109], [-3.780, -4.657, -1.329], [-3.865, -3.294, -0.627], [-5.346, -2.882, -0.599], [-3.253, -3.320, 0.781], [-4.052, -4.027, 1.676], [-3.785, -4.092, 3.025], [-2.673, -3.431, 3.493], [-1.798, -2.760, 2.649], [-0.624, -2.097, 3.320], [-1.088, -0.859, 4.087], [0.104, -3.059, 4.260], [-2.047, -2.691, 1.259], [-1.174, -1.953, 0.375], [-1.117, -2.444, -0.833], [-0.826, -1.654, -1.953], [-1.050, -1.960, -3.297], [-0.955, -0.754, -3.968], [-0.674, 0.241, -3.004], [-0.560, -0.310, -1.779], [-0.885, 1.724, -3.273], [-2.397, 1.918, -3.497], [-0.183, 2.212, -4.547], [-0.452, 2.581, -2.094], [-4.250, -4.604, -2.313], [-4.307, -5.413, -0.742], [-2.757, -5.008, -1.463], [-3.353, -2.564, -1.243], [-5.988, -3.715, -0.304], [-5.661, -2.566, -1.596], [-5.530, -2.065, 0.097], [-4.939, -4.521, 1.296], [-4.440, -4.632, 3.697], [-2.458, -3.444, 4.555], [0.062, -1.781, 2.544], [-1.804, -1.135, 4.867], [-1.575, -0.151, 3.416], [-0.239, -0.359, 4.561], [-0.557, -3.433, 5.046], [0.927, -2.545, 4.752], [0.506, -3.915, 3.715], [-1.396, -3.471, -1.013], [-1.263, -2.939, -3.700], [-1.128, -0.579, -5.018], [-2.737, 1.363, -4.373], [-2.615, 2.979, -3.653], [-2.971, 1.570, -2.633], [-0.478, 3.249, -4.738], [-0.474, 1.617, -5.415], [0.898, 2.173, -4.455], [-0.933, 2.255, -1.170], [-0.714, 3.627, -2.281], [0.626, 2.522, -1.953], [1.514, -3.727, 0.824], [1.895, -1.938, -0.326], [4.009, -1.724, -0.053], [2.029, -3.042, -2.158], [2.712, 0.080, -3.524], [4.425, 0.051, -4.313], [4.826, 1.034, -5.223], [6.099, 1.003, -5.769], [6.982, -0.012, -5.422], [6.591, -0.995, -4.521], [5.322, -0.965, -3.964], [4.130, 1.817, -5.492], [6.404, 1.771, -6.471], [7.976, -0.036, -5.852], [7.280, -1.784, -4.245], [5.008, -1.715, -3.248]]
}